A molecular structure, C20H29FeN5O2S2 at a distorted geometry, computed with the ωB97M-V functional and the def2-TZVPD basis.

Geometry as XYZ:
```
59
Properties=species:S:1:pos:R:3:forces:R:3:lowdin_spin:R:1
Fe -0.25780 0.18366 0.20684 -0.574 -0.429 -0.890 4.049
C 1.17934 -0.25992 3.10622 -0.015 0.043 0.096 0.003
C 1.62525 -1.44446 2.24770 0.070 -0.097 -0.024 0.003
N 0.69682 -1.75048 1.15515 -0.045 0.154 0.057 0.038
C -0.27148 -2.81143 1.46442 0.019 0.011 0.058 0.003
C -1.26318 -2.40776 2.54518 0.051 -0.009 0.050 0.003
S -2.15841 -0.87124 2.16340 -0.011 0.033 -0.080 0.055
C -1.76345 0.20089 3.56430 0.056 0.030 0.081 0.004
C -0.69718 1.26498 3.28123 0.022 0.048 0.026 0.003
N 0.39085 0.78289 2.40178 -0.031 -0.098 -0.160 0.038
H 2.05685 0.18674 3.58027 0.002 -0.006 -0.010 0.000
H 0.56346 -0.62747 3.92347 -0.007 -0.001 -0.008 0.000
H 1.74454 -2.30935 2.91018 0.018 -0.001 -0.019 0.001
H 2.59941 -1.24299 1.81344 -0.007 0.036 -0.005 0.000
H 1.23265 -2.04492 0.34860 -0.050 -0.023 -0.025 0.000
H 0.24998 -3.71432 1.80466 -0.020 -0.014 -0.023 0.001
H -0.80648 -3.04326 0.54534 0.003 0.001 0.000 0.000
H -0.77218 -2.29859 3.51232 -0.011 0.016 0.005 0.000
H -1.99966 -3.20292 2.65381 -0.004 0.009 -0.004 0.001
H -1.49237 -0.42583 4.41333 -0.011 -0.020 -0.015 0.001
H -2.68556 0.70943 3.84232 -0.004 -0.008 -0.016 0.000
H -0.28474 1.59532 4.24156 -0.006 0.028 -0.014 0.001
H -1.15129 2.12915 2.80529 -0.007 -0.014 -0.009 0.000
H 0.99349 1.58058 2.22929 0.015 -0.008 -0.029 0.001
C -2.47225 4.07668 -0.36499 -0.045 0.020 0.060 0.003
C -1.62750 2.88738 -0.04886 -0.056 -0.036 0.037 0.022
N -1.95162 1.83505 0.59005 0.260 0.078 -0.144 0.034
O -3.22596 1.68668 1.08300 0.031 -0.045 0.121 0.004
C -0.22918 2.78821 -0.61763 -0.417 -0.200 -0.253 0.056
C 0.62797 4.02386 -0.50913 0.015 0.043 -0.333 0.019
N 0.09678 1.69404 -1.16231 0.638 0.113 1.259 0.325
O 2.36261 0.49390 0.22130 0.003 -0.058 0.091 0.010
H -3.49212 4.01426 0.00948 0.007 -0.004 0.009 0.001
H -2.50770 4.22315 -1.44565 0.002 -0.008 0.001 0.001
H -2.02375 4.97064 0.07128 0.018 -0.002 -0.012 0.000
H -3.83718 2.20939 0.54490 -0.025 0.020 -0.023 0.001
H 0.21448 4.85673 -1.08194 -0.008 -0.011 -0.008 0.000
H 1.62669 3.81259 -0.88341 0.010 0.002 0.007 0.000
H 0.68055 4.35133 0.53268 0.011 -0.027 0.005 0.002
C 3.11062 0.02039 -0.89005 -0.029 0.038 0.016 0.002
C 2.24573 -0.72403 -1.87245 0.102 -0.026 -0.112 0.006
C 2.89370 -1.16129 -3.05360 -0.099 -0.001 0.065 0.001
C 2.15606 -1.78822 -4.00563 0.015 -0.011 -0.019 0.000
C 0.76619 -1.96450 -3.81515 -0.018 -0.034 -0.086 0.001
C -0.05026 -2.56523 -4.79799 -0.001 0.031 0.066 0.008
C -1.39418 -2.67067 -4.57710 0.023 -0.003 -0.011 0.000
C -1.96208 -2.18241 -3.38846 -0.032 -0.015 -0.029 0.016
C -1.19834 -1.59982 -2.40165 -0.083 -0.029 -0.039 0.021
S -1.96709 -1.03846 -0.93136 0.210 0.151 0.116 0.208
C 0.20103 -1.49596 -2.60956 0.080 -0.004 0.094 0.005
N 0.97538 -0.91506 -1.63706 -0.064 0.290 0.110 0.046
H 3.56900 0.85711 -1.42371 -0.009 -0.001 -0.004 0.000
H 3.91696 -0.63859 -0.54764 0.010 0.005 -0.016 0.000
H 2.86945 1.19769 0.63776 -0.019 0.030 -0.049 0.000
H 3.95351 -0.98452 -3.18277 0.005 0.003 0.009 0.000
H 2.61053 -2.14008 -4.92374 0.008 0.002 0.004 0.000
H 0.40264 -2.92318 -5.71333 -0.006 -0.002 -0.005 0.001
H -2.03757 -3.12306 -5.31995 0.009 -0.001 -0.007 0.000
H -3.03198 -2.26273 -3.24539 0.004 0.016 0.035 0.003
```
Forces are in eV/Å.

As for the spin multiplicity: 6. Its HOMO energy (spin up / spin down) is -9.825 / -9.803 eV. As for the expectation value of S²: 8.769. As for the lowest unoccupied orbital energy (spin up / spin down): -2.41 / -3.11 eV. The calculation puts the HOMO-LUMO gap (spin up / spin down) at 7.42 / 6.69 eV. For the energy above the lowest of the compared OMol25 structures with the same formula, charge and spin, the calculation gives 0.0 kJ/mol. As for the total charge: +1.